1.
16
Properties=species:S:1:pos:R:3:forces:R:3 method="wB97M-V/def2-TZVPD" e_above_lowest_kj_mol=139.6 homo_ev=-5.9 total_charge=-1 homo_lumo_gap_ev=9.6
O 1.41381 2.36912 0.99961 -2.82 -1.42 -1.81
O -0.07518 0.34257 0.02297 0.70 -0.53 -0.92
O -2.05513 -0.57889 -0.46123 -1.47 -1.26 -1.44
O 1.40163 -0.66541 2.18539 -0.35 1.07 -3.07
O 0.41529 1.88934 -2.11495 -0.02 -1.36 0.24
O -1.27173 -3.25577 -1.13939 -1.36 1.24 0.07
C -1.26727 -0.03696 0.25050 0.93 2.52 3.66
H 1.13757 -0.09104 1.31700 0.22 -1.71 2.84
H 0.77033 1.68450 0.45724 1.16 2.06 1.94
H -2.15473 -2.90806 -0.72374 2.89 -0.24 -1.45
H 2.16691 1.81753 0.91338 1.69 -0.44 0.21
H 1.45985 -1.54181 1.76176 -0.06 0.39 0.43
H -0.83291 -2.50850 -1.65211 -1.46 -1.04 1.41
H 0.43132 0.91854 -1.86347 -0.10 1.48 -0.33
H 0.02038 2.22781 -1.29920 0.13 0.15 -0.32
H -1.56014 0.33703 1.34625 -0.10 -0.90 -1.44

---

2.
69
Properties=species:S:1:pos:R:3:forces:R:3 method="wB97M-V/def2-TZVPD" e_above_lowest_kj_mol=483.0 homo_ev=-8.0 total_charge=0 homo_lumo_gap_ev=7.2
Hf -0.10206 0.46342 0.28650 0.02 -0.16 0.15
S 2.61825 3.50104 0.78185 0.02 0.01 -0.01
F -9.19668 2.32268 -2.54553 -0.01 -0.06 0.16
F -9.64655 2.59275 -0.44449 0.02 -0.06 -0.12
F -9.77774 0.62050 -1.33412 0.04 0.10 -0.02
O 1.78302 -3.36233 -0.12861 0.03 0.01 -0.05
O 1.95387 0.91965 0.97618 0.08 0.00 -0.03
O 0.72990 -1.17256 4.27800 -0.07 0.02 0.06
O 3.45882 1.53159 -0.60663 0.09 -0.06 0.06
O 1.99845 4.89438 2.76844 0.02 0.01 0.00
N 1.80870 -1.08278 -2.67713 -0.01 0.01 0.04
N 2.31410 2.57880 -2.74355 -0.04 -0.02 -0.05
N 0.27980 -1.62711 -0.22213 0.00 0.15 -0.01
N -0.50736 0.51937 -2.17738 -0.04 0.15 0.01
N 0.12611 1.93594 2.96996 -0.10 0.09 -0.08
N 1.17675 1.85350 -0.82431 0.06 -0.06 0.00
N 0.20410 1.55232 -2.83117 0.03 0.00 0.00
N -0.17154 -0.58739 2.21414 -0.08 -0.03 0.03
N 2.38926 1.82552 0.02726 -0.11 0.04 -0.07
N -0.43772 2.24265 1.78486 -0.03 0.19 -0.08
C 0.36853 3.23870 2.53107 -0.02 -0.01 -0.01
C -9.05822 1.75558 -1.32515 -0.03 0.00 0.02
C 2.33954 -1.62800 -1.58316 0.01 -0.06 0.01
C -2.31767 0.82812 -0.01053 -0.04 -0.19 0.09
C -2.20355 -3.69514 2.47443 -0.01 0.01 0.03
C -2.01601 -4.20747 1.19452 0.00 -0.02 -0.03
C 1.28584 1.99446 -2.12050 0.03 0.06 -0.04
C -1.20360 -3.54364 0.29455 0.02 -0.02 -0.01
C 1.43026 -2.27984 -0.56293 -0.08 -0.04 0.01
C -5.76836 0.05969 -0.53796 0.00 0.01 -0.01
C 4.56646 -1.27990 -2.36493 0.01 -0.01 0.01
C -0.75841 -1.85415 1.95285 -0.06 0.04 0.01
C 2.65012 -0.67596 -3.63204 -0.03 0.03 -0.04
C 4.02414 -0.74534 -3.52636 0.02 0.01 0.01
C 1.86056 3.52032 2.44708 0.01 -0.01 0.01
C 3.71191 -1.75043 -1.39134 0.01 0.01 0.02
C -1.58627 -2.51818 2.85334 0.01 -0.03 0.02
C -5.43639 2.44517 -0.59278 0.02 0.00 -0.04
C 2.09489 1.59229 4.08198 0.03 -0.01 0.02
C 0.85289 1.05840 3.54564 0.00 -0.10 0.09
C 0.45876 -0.38542 3.38999 0.20 -0.03 -0.08
C -6.77696 2.62507 -0.86875 -0.01 0.01 -0.02
C -0.56306 -2.37050 0.67348 0.01 0.03 -0.06
C -3.51044 0.97087 -0.20971 0.01 0.03 0.03
C -7.61477 1.52239 -0.98546 -0.03 -0.02 0.01
C -4.91384 1.15783 -0.43404 0.00 -0.03 -0.09
C 2.58694 2.69030 3.49650 -0.01 0.00 -0.01
C -7.11524 0.24143 -0.80947 0.01 0.01 -0.04
H 0.33639 1.43512 -3.82547 0.01 0.00 0.01
H -2.50169 -5.12969 0.90340 0.00 0.00 0.00
H 4.65185 -0.39728 -4.33558 0.00 0.00 0.00
H 2.64465 1.02900 4.82169 0.00 0.00 0.00
H -7.77103 -0.61288 -0.90122 0.00 0.00 0.02
H 3.16706 2.54607 -2.18153 -0.01 -0.01 0.01
H -1.03341 -3.93822 -0.69869 0.00 0.00 0.00
H -0.18959 4.04153 3.00202 0.00 0.00 0.00
H -7.17538 3.62200 -1.00632 0.00 0.00 0.01
H 2.42011 2.41287 -3.73069 -0.01 -0.01 -0.01
H 2.91011 5.06742 3.03407 0.00 0.01 0.00
H 2.19316 -0.29156 -4.54089 -0.01 0.01 0.01
H -0.13680 -0.38678 -2.48201 0.01 -0.03 -0.02
H 4.06950 -2.21770 -0.48578 0.01 0.01 0.00
H -4.77310 3.29580 -0.51679 0.00 0.00 0.03
H -1.72674 -2.11183 3.84522 0.00 0.00 -0.01
H 3.55371 3.08248 3.79650 0.01 0.00 0.00
H 5.63856 -1.34208 -2.23426 0.00 0.00 0.00
H -5.36401 -0.93625 -0.41759 -0.01 0.00 0.02
H -2.83831 -4.21743 3.17836 0.00 0.00 0.00
H -1.50432 0.62957 -2.32449 0.00 0.00 0.02

---

3.
119
Properties=species:S:1:pos:R:3:forces:R:3 method="wB97M-V/def2-TZVPD" e_above_lowest_kj_mol=61.7 multiplicity=3 homo_ev="-12.1 / -12.6" s2=2.022 total_charge=+2 homo_lumo_gap_ev="6.4 / 7.0"
W -1.22002 0.70436 0.26665 1.21 -0.34 -0.21
Br -1.17944 -1.85045 1.69105 0.49 0.03 -0.22
S -2.64393 2.04023 4.54186 -0.10 0.03 0.15
O 0.63991 -0.11752 0.29115 -0.98 1.17 -0.57
N 1.57016 2.97024 2.07785 -0.14 0.06 -0.18
N 1.40752 4.59052 0.42050 0.17 -0.10 0.15
N -5.47675 -0.99843 0.96845 0.25 -0.05 0.02
N -2.52519 2.45574 -0.55293 0.34 -0.36 0.37
N -1.57841 1.25009 2.11560 -0.38 0.43 0.91
N -3.75156 -2.18824 0.03808 -0.10 0.30 0.12
N 0.25812 2.56368 0.15375 -0.84 -0.55 -0.37
N 0.60161 -0.55993 -2.71835 -0.33 0.12 -0.46
N -0.88782 0.30527 -4.28033 0.21 0.11 0.30
N -3.45847 0.12950 0.48502 0.48 -0.18 0.15
N -1.40548 0.34967 -1.96128 -0.24 0.35 -0.09
C 4.57632 -0.82540 -0.94586 -0.09 0.10 0.10
C 1.29474 -3.31361 1.89894 -0.10 0.05 0.03
C -1.69462 3.66336 -0.65850 0.73 0.50 -0.13
C -2.84224 -2.39036 -1.06558 0.19 0.29 -0.23
C 1.38385 -1.07221 0.82245 0.16 -1.35 0.88
C 3.79822 -0.19245 0.21895 0.22 0.21 -0.18
C -2.78379 0.71434 -2.31422 -0.32 -0.10 -0.11
C -3.57124 2.64442 0.45847 -0.34 -0.13 0.63
C -4.17981 -0.99171 0.52074 0.07 -0.27 -0.29
C -0.59767 0.04962 -2.97046 0.40 -0.27 0.24
C 2.43021 4.73661 -0.59379 0.02 -0.04 -0.01
C 0.70077 -1.84567 -2.05652 -0.21 -0.16 0.23
C 4.33278 -4.44233 3.31106 -0.15 -0.09 -0.12
C -4.22082 -3.43379 0.61779 -0.07 -0.26 0.16
C 3.17115 1.11471 -0.26429 0.01 -0.25 -0.13
C 1.73044 -0.25411 -3.57943 0.22 0.07 -0.05
C 4.81571 0.16966 1.31657 -0.11 -0.04 -0.13
C 2.48077 -5.89181 2.46532 0.16 0.21 -0.05
C 1.08079 5.78643 1.16649 -0.14 0.08 -0.08
C 0.72708 -2.13476 1.47380 -0.30 0.54 -0.27
C 1.05498 3.32502 0.89368 -0.03 -0.07 0.23
C -5.91203 -0.59363 2.29087 0.04 0.18 0.17
C 3.42015 -4.73610 2.11351 0.08 -0.16 0.07
C 2.79966 -1.20448 0.77290 -0.43 0.38 -0.14
C -3.11250 2.14541 -1.87727 0.08 -0.67 -0.65
C -0.59097 -0.67845 -5.30248 0.02 -0.13 -0.15
C 2.57198 3.77090 2.75850 0.25 0.31 0.11
C -1.29979 1.58150 -4.82386 -0.14 0.19 0.05
C 1.23640 1.76596 2.80069 -0.36 -0.55 -0.09
C 2.66531 -3.46824 1.75668 -0.08 0.12 -0.06
C -0.28126 3.22373 -1.03658 -0.21 0.47 -0.03
C 4.26521 -5.16099 0.90269 -0.12 0.01 0.15
C 3.36319 -2.37860 1.25225 -0.28 -0.21 0.13
C -6.51612 -1.62295 0.17030 -0.04 0.01 -0.12
C -4.27778 1.32114 0.77308 -0.17 0.44 -0.06
C -2.04046 1.57561 3.16391 0.20 -0.10 -0.34
H 0.55490 6.47844 0.50248 0.00 0.09 0.07
H -2.16104 -1.54748 -1.17285 -0.14 -0.23 -0.06
H 1.80948 -6.11313 1.63802 -0.14 -0.04 -0.06
H 3.63816 -5.26488 0.01954 -0.03 -0.03 -0.13
H 0.19763 -0.33913 -5.97552 0.06 -0.01 -0.02
H 3.06617 -6.78682 2.66114 0.05 -0.06 0.04
H -0.58419 1.88179 -5.59353 0.00 0.04 0.03
H 4.43449 -2.46976 1.21820 0.18 0.06 -0.09
H 5.10567 -1.72158 -0.63821 0.04 -0.13 0.00
H -4.19707 2.27122 -1.84709 0.06 0.06 0.04
H 1.67404 -1.94378 -1.57915 -0.05 0.03 0.04
H -5.21006 1.24328 0.19880 0.14 0.03 0.12
H -7.34955 -0.92303 0.09610 -0.05 -0.02 -0.05
H 3.37821 5.07075 -0.16066 0.06 -0.01 0.01
H 3.26236 3.09832 3.26503 -0.01 -0.02 -0.03
H 2.29319 0.96015 -0.88760 0.00 0.02 -0.03
H 4.31606 0.41155 2.25117 -0.06 0.07 0.14
H 1.90077 -5.67691 3.35906 -0.14 0.00 0.11
H -0.07179 -1.94067 -1.29838 0.09 -0.05 0.01
H -1.30413 2.34580 -4.05230 -0.02 0.03 0.01
H 1.56345 0.69002 -4.09248 0.02 -0.02 -0.05
H -3.35091 -4.00294 0.95513 -0.02 -0.03 -0.05
H -1.49660 -0.83721 -5.89035 0.02 -0.05 -0.05
H -2.12617 4.38976 -1.35587 -0.06 -0.18 0.03
H -4.30412 3.39318 0.12999 0.12 -0.12 -0.06
H 2.88946 1.71776 0.58894 -0.12 0.10 0.08
H 5.04517 -3.65658 3.07929 0.13 0.14 0.00
H -1.63164 4.14224 0.32220 -0.06 -0.04 -0.11
H -2.72781 2.84852 -2.61833 0.00 -0.01 0.19
H -6.89260 -2.54663 0.60945 0.02 -0.10 0.06
H -4.76596 -4.03681 -0.11105 -0.03 0.03 0.00
H 0.30557 4.08630 -1.34692 -0.17 -0.16 -0.07
H -3.39354 -2.53606 -1.99970 -0.02 0.03 -0.02
H -3.47198 0.03950 -1.79760 0.19 0.08 -0.21
H -6.58756 0.26484 2.24713 0.07 0.04 0.04
H 1.96365 6.30131 1.55423 0.04 -0.04 0.06
H -0.30546 -1.62486 -4.85653 0.02 -0.07 0.03
H 3.74295 -4.12966 4.16936 -0.03 0.04 0.13
H 5.40195 1.02984 1.00259 0.09 0.11 -0.04
H 0.41834 5.54456 1.99276 -0.04 0.01 0.11
H 2.59825 3.78526 -1.08997 0.03 -0.07 -0.08
H -2.96264 0.59664 -3.38452 -0.08 0.07 0.17
H -5.06234 -0.36663 2.92925 0.04 0.05 0.04
H -4.85020 -3.25278 1.48101 -0.06 0.03 0.01
H 4.89207 -5.33170 3.58379 0.10 -0.15 0.05
H 4.73819 -6.11806 1.09824 0.09 -0.16 0.04
H 2.61650 -0.13867 -2.95410 -0.07 -0.02 -0.06
H 3.91314 1.66912 -0.83553 0.14 0.09 -0.03
H 5.31606 -0.11860 -1.31488 0.08 0.08 -0.09
H -2.28413 1.52286 -5.29546 -0.02 0.05 0.04
H 5.51032 -0.64278 1.50285 0.09 -0.11 0.11
H -6.46172 -1.41892 2.74833 0.03 -0.04 0.01
H 0.59242 -2.66222 -2.78101 0.02 0.04 -0.03
H 5.05397 -4.44711 0.68733 0.11 0.11 -0.08
H -2.25912 -3.29246 -0.88802 0.09 0.04 0.08
H 0.63883 1.11312 2.16875 0.38 0.17 0.38
H -3.09470 3.03278 1.36327 -0.10 -0.07 -0.26
H 3.14424 4.38004 2.06799 -0.02 0.00 -0.07
H 2.12845 5.47775 -1.33722 -0.02 0.02 -0.05
H 3.91435 -1.09251 -1.76533 -0.03 -0.08 -0.11
H -0.30387 2.50017 -1.85864 0.02 0.21 0.07
H 2.12283 4.41798 3.51278 -0.03 0.01 0.03
H 0.67291 2.01107 3.70493 0.05 -0.05 -0.01
H -6.14197 -1.82321 -0.82884 -0.05 -0.06 -0.08
H 2.15421 1.24674 3.08712 -0.04 0.05 -0.05
H 1.93078 -1.03969 -4.31302 -0.02 0.00 -0.01
H 0.67428 -4.08125 2.32515 -0.08 -0.17 0.10
H -4.54943 1.36027 1.83143 -0.03 0.08 -0.16

---

4.
11
Properties=species:S:1:pos:R:3:forces:R:3 method="wB97M-V/def2-TZVPD" e_above_lowest_kj_mol=616.6 smiles="O=CNO/C=N/O" homo_ev=-9.1 total_charge=0 homo_lumo_gap_ev=9.8
O 1.73235 -1.17015 -1.66025 6.12 0.25 -1.43
O -1.26943 -0.03669 -0.34956 0.49 -0.63 -0.50
O -0.97712 2.15895 0.83531 0.31 -2.59 3.09
N 0.85471 -0.95226 -0.73099 -6.40 3.71 1.52
N -0.95020 -0.17829 0.99265 0.54 2.04 2.77
C -0.23597 -0.27183 -1.20141 3.86 -3.53 3.79
C -0.77988 1.19503 1.60155 1.03 0.68 -3.49
H -0.41597 -0.16683 -2.22574 -0.45 0.63 -1.36
H -0.35510 -1.00370 1.28804 -0.81 1.53 -0.95
H 2.67599 -0.92353 -1.20568 -3.31 -1.12 -1.71
H -0.27936 1.34930 2.65608 -1.38 -0.97 -1.74

---

5.
13
Properties=species:S:1:pos:R:3:forces:R:3 method="wB97M-V/def2-TZVPD" e_above_lowest_kj_mol=379.9 homo_ev=-9.1 total_charge=0 homo_lumo_gap_ev=5.8
S 0.08428 1.75217 1.28381 0.10 -1.10 -0.20
S 0.87310 -1.33534 -0.86384 0.16 0.10 1.29
O -1.94027 -0.33901 -1.22951 -0.72 -0.09 -0.88
C 1.81299 0.05599 -0.34758 0.08 0.28 -0.46
C -0.80405 0.25461 1.30394 -0.47 2.02 0.87
H -0.90832 -0.08191 2.32609 0.18 -0.60 0.09
H -2.21519 -0.55880 -2.14267 0.36 0.17 0.80
H 2.85007 -0.03839 -0.67964 0.07 0.01 0.24
H -1.02420 -0.66754 -1.13225 -0.41 0.13 -0.49
H 1.82220 0.13538 0.76594 0.12 0.06 -0.19
H -0.22131 -0.51951 0.68784 0.39 -0.76 -0.76
H -1.76336 0.35943 0.80509 0.14 -0.28 -0.25
H 1.43406 0.98293 -0.77722 -0.01 0.06 -0.06